No. 1
Formula: C5H9NS
Source: OMol25
Level of theory: ωB97M-V/def2-TZVPD

Its spin multiplicity is 1. The value obtained for the LUMO energy is 0.9 eV. Its SMILES is C1NC[C@H]2C[C@@H]1S2. The calculation puts the total energy at -648.803566 a.u. The calculation puts the HOMO energy at -8.44 eV.

Atoms and positions in Å:
H (-2.09852, 0.76971, -0.92306)
H (-0.98953, 2.14387, -1.12613)
H (1.37577, 1.62296, -0.11321)
S (-0.03111, -1.49727, -0.48755)
C (0.04804, 0.22747, -1.21564)
H (1.54554, -1.08815, 1.20325)
C (1.34098, 0.53493, -0.39931)
C (-0.10233, 0.20477, 1.58253)
H (0.01424, 0.34249, -2.27635)
C (-1.05325, 1.10369, -0.56644)
C (0.87215, -0.52609, 0.63324)
H (0.39771, 0.78265, 2.39536)
H (2.23518, 0.20177, -0.92094)
N (-0.87558, 1.29066, 0.85855)
H (-1.74923, 1.45087, 1.32047)
H (-0.73793, -0.57317, 2.02525)

No. 2
Formula: C43H31GaN12P2Se2
Source: OMol25
Level of theory: ωB97M-V/def2-TZVPD

Its spin multiplicity is 1. The total charge is -2. The value obtained for the LUMO energy is 3.6 eV. The calculation puts the total energy at -9724.716263 a.u. The calculation puts the HOMO energy at -0.84 eV.

Atoms and positions in Å:
H (8.08562, 2.33690, 3.35385)
H (-2.50488, -5.34683, -3.68674)
Se (1.76659, -1.13327, -2.18126)
H (-7.52180, -3.09347, -0.61552)
C (-1.09584, 0.22694, -1.65640)
C (7.05017, 2.59285, 3.15190)
N (3.93432, 0.64131, -2.43666)
C (0.00487, -1.23025, 2.40047)
C (6.65732, 3.92595, 3.16492)
C (-4.27322, -3.31973, 0.29885)
H (0.25191, -0.44551, 3.10445)
C (4.74277, -2.41446, 3.90858)
H (-6.26278, 2.18591, -2.22373)
Ga (1.52914, 1.95653, -1.09239)
H (-1.41084, -4.22356, -1.81320)
H (4.76722, 4.67588, -1.79436)
H (3.39654, 3.46871, 2.34162)
C (-6.23754, 3.13041, 1.03843)
C (3.32627, -1.57008, 1.69172)
H (-1.15389, -0.61788, -4.11744)
C (-4.64563, -1.34090, -1.02194)
N (5.16175, 0.94142, -2.63712)
C (1.74472, 1.59463, 0.77168)
H (5.14547, -0.34781, 4.26932)
H (-3.76901, 0.81278, 0.96221)
H (-0.65523, -4.03759, -0.15666)
C (-0.10650, -0.91655, 1.05615)
H (-0.04915, -2.78734, 3.87623)
C (-4.58072, 1.44439, 0.61599)
C (-2.07209, -2.29425, -5.07939)
C (6.14817, 1.58178, 2.85651)
N (0.63416, 4.85678, -1.25882)
C (-1.44699, -1.65605, -4.02258)
H (-4.89831, 2.35311, 2.52840)
C (3.96851, -0.58762, 2.47952)
C (-6.47362, -2.83374, -0.52760)
Se (-4.84235, 0.24472, -3.82462)
N (3.97214, 4.06529, -1.83950)
C (-6.62365, 3.08781, -0.29207)
C (-1.19726, -2.33937, -2.83004)
N (3.26954, 1.78355, -2.09987)
C (4.67338, -1.06236, 3.60672)
C (3.83655, 0.82557, 2.16686)
H (-2.27209, -1.74776, -5.99213)
C (4.42387, 3.21677, 2.57661)
C (-2.41252, 0.67457, -1.65403)
C (4.20553, 2.73969, -2.10446)
C (-5.98835, 2.22288, -1.17576)
C (4.79964, 1.85696, 2.55305)
H (-3.59998, -3.95134, 0.86655)
H (7.37097, 4.71468, 3.37421)
C (-5.21220, 2.30877, 1.49323)
C (-4.96971, 1.40432, -0.72141)
C (4.10763, -3.36245, 3.11346)
H (5.29230, -2.73401, 4.78905)
C (-3.79572, -2.15981, -0.30246)
N (-1.13351, 2.41906, -1.63032)
C (-2.20221, -4.31143, -3.78694)
H (4.99495, 5.25446, 2.86623)
H (6.49963, 0.55910, 2.81884)
C (-1.58074, -3.67183, -2.72318)
C (-5.99691, -1.68207, -1.12610)
C (-0.36920, -1.91913, 0.12019)
N (5.38363, 2.26349, -2.43832)
C (-0.41109, -3.54236, 1.90085)
C (-0.15583, -2.54116, 2.82717)
C (-2.44788, -3.62615, -4.96559)
P (-0.24665, -1.36618, -1.61104)
N (-0.33927, 1.35345, -1.63049)
C (2.73412, 4.60857, -1.61480)
H (2.89272, -3.63215, 1.35894)
H (0.06917, 0.10806, 0.74675)
H (-2.93563, -4.12646, -5.79313)
C (2.75758, 1.22086, 1.38742)
H (-5.98091, -4.56308, 0.65369)
H (-0.51677, -4.57092, 2.22565)
P (-4.15608, 0.21449, -1.83148)
N (1.18913, 6.00694, -1.31124)
C (5.32964, 4.22213, 2.86823)
H (4.17370, -4.41874, 3.34873)
C (3.39461, -2.91605, 2.00227)
N (1.60117, 3.90933, -1.45664)
C (-0.50676, -3.23688, 0.55080)
N (-2.37227, 2.03847, -1.65635)
H (-7.41265, 3.73862, -0.64842)
H (2.78359, -1.24546, 0.81094)
H (-2.76242, -1.87838, -0.18414)
C (-5.60843, -3.66048, 0.18368)
H (-6.65905, -1.04235, -1.69717)
H (-6.72645, 3.81314, 1.72290)
N (2.52190, 5.90328, -1.54038)

No. 3
Formula: C28H43F18GaO15PS2
Source: OMol25
Level of theory: ωB97M-V/def2-TZVPD

Its spin multiplicity is 1. The total charge is -1. The value obtained for the LUMO energy is 1.7 eV. The calculation puts the total energy at -7081.546287 a.u. The calculation puts the HOMO energy at -3.97 eV.

Atoms and positions in Å:
H (-5.15858, -2.49266, -3.09577)
H (4.68220, 2.37255, 1.65412)
P (-0.23008, 4.59727, -0.06792)
S (2.69648, 2.03187, 2.29733)
O (2.83911, -3.57021, -2.87555)
H (-4.53172, -6.71647, -4.01604)
H (-5.38561, -7.97193, -2.07160)
H (-5.01503, -3.34073, -0.71335)
H (-3.97049, -8.79049, -2.76428)
F (-3.21316, -3.58919, 3.00790)
H (6.70734, 1.90788, 5.75903)
H (-4.04647, 9.14620, 2.67982)
C (8.43178, 5.50289, 6.06639)
H (0.90129, -4.29677, -2.96614)
C (-1.31031, -2.34113, 3.63806)
C (-3.29235, -4.23684, -2.81840)
C (2.44315, -2.30253, -2.86925)
O (2.34523, 3.43355, 2.13684)
H (-5.62893, -1.68516, -0.75811)
H (0.87324, 1.97067, -0.51687)
C (-1.93539, -4.86624, -3.13224)
C (3.50067, -1.41188, -2.22065)
F (-1.54994, -4.57092, -4.37635)
C (2.51777, 3.16958, -2.11565)
H (1.84930, 0.63733, -1.03986)
O (-3.46394, 9.37219, 0.00362)
H (3.26269, 3.19829, -0.10456)
H (4.51119, 3.76446, 4.68123)
C (1.83021, -4.42662, -4.93217)
F (-4.50396, -8.90485, -8.10359)
F (-0.99214, -4.42105, -2.29537)
O (-0.88002, -3.15803, 4.59286)
C (-1.22144, 8.79244, -0.38705)
F (-3.41954, -2.29190, 4.72228)
O (7.17058, 3.81372, 5.05590)
C (-4.76285, -2.31148, -0.96734)
S (-1.95456, 4.17658, -0.98690)
C (-5.25413, -9.22370, -5.88813)
C (7.51090, 4.29473, 6.24062)
C (3.00180, 2.42038, -0.82619)
C (1.87514, -4.49124, -3.41887)
O (-3.15926, -2.92930, -2.70644)
H (-3.94111, -2.00845, -0.31750)
O (7.18627, 3.85248, 7.29944)
H (0.66273, 5.39036, -3.04146)
F (-0.89511, 10.09456, -0.33670)
H (0.54302, -1.84360, 6.44167)
F (4.72202, -1.63398, -2.71686)
H (-4.43193, 10.75161, 2.08102)
Ga (1.43348, 4.86579, -1.72956)
C (-4.74202, 9.70556, 2.05588)
H (2.51773, -0.02204, 1.11138)
H (4.78210, 3.42871, 6.38206)
O (1.39647, -1.90211, -3.27130)
C (6.31302, 2.65212, 5.06609)
H (0.96882, 0.71438, 1.42090)
F (-5.11604, -10.89406, -7.55250)
O (-0.61724, -1.66736, 2.94463)
H (2.82276, -4.60383, -5.34974)
C (4.87753, 3.01133, 5.37971)
H (-0.36419, 5.72204, 0.79599)
C (-2.83347, -2.41280, 3.52758)
F (-1.34433, 8.46335, -1.67170)
H (3.43148, 3.49310, -2.63445)
H (2.42041, 6.06416, -1.26359)
C (-5.10338, -7.62552, -4.17458)
O (2.20969, 1.56075, 3.60010)
H (1.50366, -3.44651, -5.27755)
H (-5.44979, 9.75607, 0.03098)
F (-1.97334, -6.19223, -3.03127)
F (3.56651, -1.63613, -0.89954)
H (-4.12236, -1.14639, -2.64958)
C (-4.74028, 9.18890, 0.63152)
H (6.37412, 2.23037, 4.06523)
C (-5.00738, -8.50254, -2.94442)
F (-3.30698, -1.45477, 2.74472)
H (-0.00758, 3.52123, 0.83042)
C (1.84987, 1.50798, -0.36952)
F (-0.21394, 8.10173, 0.11864)
O (-6.33403, -9.58164, -5.53152)
O (-2.65267, 7.63103, 1.16259)
H (0.86584, -1.05809, 4.90521)
C (1.97807, 0.92547, 1.05733)
H (0.75774, -4.08411, 5.35465)
O (-4.30864, -4.85756, -2.71905)
F (8.61329, 6.14264, 7.21724)
H (2.19411, -5.48420, -3.10442)
C (0.54989, -3.19321, 4.76431)
F (7.93686, 6.37832, 5.18947)
O (4.31380, 1.78179, 2.33017)
O (-4.52418, -8.27115, -5.32795)
H (-5.73790, 9.61972, 2.49093)
H (-5.58207, -9.42067, -3.06413)
F (9.63574, 5.11954, 5.62151)
H (-5.03306, 8.13998, 0.58090)
H (-6.13250, -7.33311, -4.38441)
F (-3.25610, -10.10459, -6.81434)
H (2.12657, -2.03311, 5.66166)
H (3.85115, 1.79437, -1.12040)
H (2.00852, 2.46677, -2.78663)
H (4.23993, 2.13137, 5.31084)
H (1.14203, -5.17403, -5.32457)
C (1.05400, -1.96119, 5.48477)
H (1.03663, -3.32197, 3.79717)
C (-4.35961, -2.18312, -2.42163)
C (-4.52280, -9.79348, -7.10404)
F (3.21425, -0.13137, -2.39727)
C (-2.51627, 8.51012, 0.37404)

The following HOMO-LUMO gap values (in Ha) correspond, in order, to the records above: 0.3437; 0.1614; 0.2085.
The following energy relative to the best compared isomer or geometry (same formula, charge and spin) values (in eV) correspond, in order, to the records above: 1.349; 0.000; 0.000.